{"formula": "C43H39As2AuF9GeP", "method": "wB97M-V/def2-TZVPD", "species": ["Au", "C", "As", "C", "C", "C", "C", "C", "C", "C", "As", "C", "C", "H", "H", "H", "H", "H", "H", "H", "H", "H", "H", "H", "H", "H", "H", "H", "H", "F", "C", "F", "F", "C", "C", "C", "C", "C", "C", "P", "C", "C", "C", "C", "C", "C", "C", "F", "F", "F", "C", "C", "C", "C", "C", "C", "C", "F", "F", "F", "H", "H", "H", "H", "H", "H", "H", "H", "H", "H", "H", "H", "Ge", "C", "C", "C", "C", "C", "C", "C", "C", "C", "C", "C", "C", "H", "H", "H", "H", "H", "H", "H", "H", "H", "H", "H"], "coordinates": [[-0.85, -1.31, -0.24], [3.68, -1.41, -1.70], [1.90, -2.10, -1.43], [2.12, -3.61, -0.25], [1.30, -2.81, -3.11], [2.29, -3.14, -4.04], [1.93, -3.73, -5.24], [0.59, -3.97, -5.53], [-0.39, -3.63, -4.61], [-0.04, -3.05, -3.40], [-1.47, -2.73, -2.15], [-2.98, -2.11, -3.18], [-1.97, -4.46, -1.47], [4.35, -2.26, -1.83], [4.00, -0.84, -0.83], [3.70, -0.76, -2.58], [2.68, -4.36, -0.81], [1.16, -4.01, 0.07], [2.69, -3.32, 0.63], [3.34, -2.96, -3.84], [2.70, -4.01, -5.95], [0.31, -4.39, -6.49], [-1.43, -3.83, -4.85], [-3.44, -2.96, -3.67], [-2.65, -1.38, -3.91], [-3.71, -1.66, -2.51], [-2.29, -5.09, -2.30], [-2.79, -4.35, -0.77], [-1.12, -4.93, -0.98], [1.62, -6.27, 4.21], [1.80, -5.16, 4.93], [3.11, -4.95, 5.05], [1.28, -5.34, 6.13], [1.16, -3.97, 4.24], [0.19, -4.16, 3.25], [-0.30, -3.07, 2.56], [0.16, -1.78, 2.87], [1.09, -1.59, 3.90], [1.57, -2.69, 4.59], [-0.54, -0.37, 1.97], [0.67, 0.91, 1.88], [2.05, 0.60, 1.74], [2.96, 1.60, 1.57], [2.52, 2.94, 1.50], [1.16, 3.27, 1.63], [0.24, 2.27, 1.81], [3.54, 4.01, 1.14], [3.02, 5.22, 1.22], [3.91, 3.79, -0.13], [4.61, 3.92, 1.91], [-1.97, 0.21, 2.88], [-1.80, 1.03, 4.00], [-2.90, 1.32, 4.79], [-4.15, 0.81, 4.46], [-4.32, 0.00, 3.34], [-3.23, -0.30, 2.55], [-5.34, 1.19, 5.32], [-6.37, 0.38, 5.09], [-5.72, 2.44, 5.02], [-5.02, 1.14, 6.60], [-0.15, -5.16, 3.04], [-1.06, -3.22, 1.81], [1.42, -0.60, 4.18], [2.28, -2.55, 5.40], [2.38, -0.43, 1.79], [4.02, 1.39, 1.49], [0.86, 4.30, 1.61], [-0.81, 2.51, 1.92], [-0.83, 1.41, 4.28], [-2.78, 1.93, 5.67], [-5.30, -0.40, 3.11], [-3.36, -0.94, 1.68], [-0.41, 2.60, -2.43], [1.24, 3.03, -3.19], [2.01, 4.11, -2.74], [3.08, 4.54, -3.50], [3.36, 3.91, -4.71], [2.59, 2.85, -5.17], [1.54, 2.38, -4.40], [-1.67, 3.62, -1.51], [-3.01, 3.26, -1.68], [-4.00, 4.12, -1.24], [-3.66, 5.30, -0.60], [-2.32, 5.66, -0.40], [-1.32, 4.82, -0.86], [-0.98, 1.28, -2.95], [1.79, 4.61, -1.80], [3.69, 5.38, -3.17], [4.19, 4.26, -5.32], [2.81, 2.39, -6.12], [0.94, 1.55, -4.75], [-3.28, 2.34, -2.18], [-5.05, 3.87, -1.40], [-4.44, 5.96, -0.25], [-2.07, 6.59, 0.08], [-0.28, 5.10, -0.73]], "lumo_energy_ev": [-11.47, -15.15], "gap_ev": [7.4, 3.7], "e_above_lowest_kj_mol": 0.00, "e_homo_ev": [-18.836, -18.836], "multiplicity": 3, "charge": 4}



{"formula": "C43H39BN14NiOP2Se2", "method": "wB97M-V/def2-TZVPD", "species": ["Ni", "C", "C", "N", "N", "C", "B", "N", "C", "C", "C", "N", "N", "C", "C", "C", "N", "N", "C", "C", "C", "N", "H", "H", "H", "H", "H", "H", "H", "H", "H", "H", "H", "H", "Se", "P", "C", "C", "C", "C", "C", "C", "C", "C", "C", "C", "C", "C", "C", "C", "N", "N", "N", "P", "Se", "C", "C", "C", "C", "C", "C", "C", "C", "C", "C", "C", "C", "H", "H", "H", "H", "H", "H", "H", "H", "H", "H", "H", "H", "H", "H", "H", "H", "H", "H", "H", "H", "C", "N", "C", "C", "C", "N", "C", "O", "N", "H", "H", "H", "H", "H", "H", "H"], "coordinates": [[2.15, 0.35, -0.19], [1.98, -3.94, 0.40], [1.35, -2.69, 0.35], [2.22, -1.74, 0.04], [3.43, -2.35, -0.09], [3.30, -3.67, 0.11], [4.63, -1.57, -0.68], [4.15, -0.99, -2.05], [4.56, -1.12, -3.33], [3.82, -0.28, -4.13], [2.94, 0.35, -3.24], [3.13, -0.09, -2.01], [4.98, -0.36, 0.23], [6.20, 0.05, 0.63], [6.06, 1.26, 1.28], [4.69, 1.52, 1.22], [4.05, 0.54, 0.58], [5.85, -2.47, -0.73], [6.80, -2.78, -1.65], [7.75, -3.56, -1.05], [7.31, -3.68, 0.28], [6.18, -3.02, 0.47], [1.53, -4.89, 0.63], [0.31, -2.45, 0.51], [4.15, -4.32, 0.07], [5.34, -1.80, -3.61], [3.90, -0.15, -5.19], [2.20, 1.10, -3.44], [7.07, -0.56, 0.45], [6.83, 1.85, 1.73], [4.15, 2.36, 1.63], [6.76, -2.43, -2.66], [8.63, -3.98, -1.50], [7.76, -4.21, 1.10], [-5.35, 0.86, 0.31], [-3.78, -0.01, 1.42], [-3.97, -1.80, 1.56], [-3.07, -2.69, 0.99], [-3.31, -4.06, 1.04], [-4.45, -4.54, 1.68], [-5.35, -3.65, 2.25], [-5.13, -2.29, 2.18], [-3.66, 0.66, 3.10], [-3.31, -0.13, 4.19], [-3.20, 0.44, 5.45], [-3.43, 1.80, 5.62], [-3.76, 2.59, 4.53], [-3.89, 2.03, 3.27], [-2.07, 0.17, 0.84], [-1.38, 0.40, -0.35], [-0.07, 0.21, -0.10], [0.04, -0.06, 1.19], [-1.13, -0.10, 1.77], [-1.90, 0.71, -2.02], [-0.24, 1.74, -2.99], [-2.34, -0.83, -2.80], [-1.41, -1.49, -3.60], [-1.72, -2.75, -4.10], [-2.94, -3.34, -3.79], [-3.85, -2.68, -2.98], [-3.56, -1.42, -2.47], [-3.19, 1.93, -2.14], [-3.17, 3.03, -1.29], [-4.12, 4.02, -1.43], [-5.09, 3.91, -2.42], [-5.10, 2.83, -3.28], [-4.14, 1.83, -3.16], [-2.18, -2.32, 0.49], [-2.61, -4.75, 0.59], [-4.63, -5.60, 1.72], [-6.24, -4.02, 2.74], [-5.84, -1.59, 2.60], [-3.12, -1.18, 4.05], [-2.94, -0.18, 6.30], [-3.35, 2.24, 6.61], [-3.95, 3.65, 4.67], [-4.19, 2.63, 2.42], [-0.46, -1.03, -3.84], [-1.01, -3.27, -4.73], [-3.18, -4.32, -4.18], [-4.80, -3.14, -2.73], [-4.27, -0.92, -1.82], [-2.42, 3.09, -0.50], [-4.13, 4.86, -0.75], [-5.84, 4.68, -2.52], [-5.85, 2.75, -4.06], [-4.15, 0.98, -3.82], [1.77, 5.16, -0.93], [1.57, 4.33, 0.25], [1.20, 4.85, 1.46], [1.00, 4.07, 2.54], [1.21, 2.66, 2.38], [1.62, 2.18, 1.21], [1.76, 2.97, 0.14], [2.07, 2.45, -0.95], [1.02, 1.80, 3.37], [1.43, 6.17, -0.71], [1.19, 4.76, -1.76], [2.82, 5.17, -1.21], [1.07, 5.92, 1.48], [0.70, 4.50, 3.48], [0.61, 2.09, 4.24], [1.04, 0.81, 3.14]], "lumo_energy_ev": [-2.38, -5.45], "gap_ev": [7.8, 4.7], "e_above_lowest_kj_mol": 41.83, "e_homo_ev": [-10.147, -10.142], "multiplicity": 4, "charge": 1}



Number 1: electronic energy -260815.287 eV. Number 2: electronic energy -259122.128 eV.